A structure of composition C26H29F4N6O8PS4Ti in a non-equilibrium geometry. Source: the Open Molecules 2025 dataset; level of theory: the ωB97M-V functional and the def2-TZVPD basis.

Positions of all 79 atoms, in Å:
Ti1 0.62755 -0.53650 -0.07268
O1 2.52303 -0.71149 -3.57538
C1 2.35095 -0.93400 -2.31482
O2 1.74060 -0.14853 -1.58927
C2 2.91281 -2.19559 -1.69902
O3 2.03838 -2.65262 -0.67732
C3 1.03132 -3.59556 -1.08988
C4 -0.34371 -2.94822 -0.99177
O4 -1.32899 -3.55494 -0.67194
O5 -0.29650 -1.65005 -1.26937
H1 1.96735 0.06569 -3.82913
H2 3.85292 -1.91519 -1.21629
H3 3.10502 -2.95903 -2.45204
H4 1.07209 -4.45676 -0.42719
H5 1.20176 -3.91668 -2.12009
C5 1.93972 4.94581 -3.53503
C6 0.84853 3.94930 -3.21825
O6 1.35558 2.84186 -2.44287
P1 1.58062 2.87291 -0.85781
S1 -0.03974 1.79263 -0.10113
S2 3.37764 2.42505 -0.34566
O7 1.11485 4.35145 -0.46962
C7 1.80340 5.15562 0.51355
C8 1.01939 6.43358 0.68025
H6 1.52381 5.76909 -4.11743
H7 2.73379 4.47453 -4.11281
H8 2.37259 5.35249 -2.62172
H9 0.46077 3.48845 -4.12687
H10 0.02286 4.42497 -2.68558
H11 2.81785 5.34296 0.16203
H12 1.86819 4.59805 1.44831
H13 0.93085 6.96143 -0.26930
H14 1.53413 7.08216 1.38928
H15 0.01955 6.22956 1.06183
S3 -0.51534 -0.05322 -4.19619
C9 -1.84482 0.87614 -3.74314
N1 -3.08436 0.54538 -4.14359
C10 -4.28950 1.26468 -3.75532
C11 -3.93782 2.72444 -3.52832
C12 -2.81237 2.79264 -2.51163
N2 -1.70520 1.97507 -2.98486
H16 -3.14200 -0.26420 -4.73826
H17 -4.70977 0.83682 -2.83864
H18 -5.03128 1.15004 -4.54406
H19 -4.80560 3.28220 -3.17967
H20 -3.60063 3.16460 -4.46893
H21 -3.16032 2.44174 -1.53372
H22 -2.45427 3.81450 -2.38737
H23 -0.81713 2.04429 -2.50608
F1 0.76040 -3.04771 1.77395
C13 1.05035 -3.42402 3.05767
C14 0.18586 -4.30916 3.63717
F2 -0.89098 -4.66430 2.90858
C15 0.39892 -4.86095 4.92112
C16 1.62632 -4.43765 5.49087
C17 2.46793 -3.52260 4.90473
F3 3.56864 -3.16147 5.57832
C18 2.19889 -2.92319 3.67012
C19 2.96975 -1.81391 3.10492
C20 2.44806 -1.05679 2.13693
N3 1.90797 -0.39572 1.30034
C21 4.23342 -1.36436 3.60360
N4 5.24589 -0.95024 3.95597
F4 1.98761 -4.91234 6.69011
C22 -0.51335 -5.73819 5.54888
C23 -0.25414 -6.38425 6.78799
N5 -0.09957 -6.94601 7.78307
C24 -1.79672 -6.01074 5.00338
N6 -2.85427 -6.24019 4.60183
C25 -2.96819 -0.55011 2.56671
S4 -2.20341 -1.48802 1.25396
C26 -3.15224 -0.80964 -0.10127
O8 -0.83787 -0.74943 1.14168
H24 -2.70939 0.49708 2.42064
H25 -2.57204 -0.91402 3.51221
H26 -4.04371 -0.71221 2.52624
H27 -4.13196 -1.28557 -0.08082
H28 -2.63112 -1.07157 -1.01998
H29 -3.21967 0.26972 0.02591

- F_max (hartree/bohr) = 0.0368
- LUMO energy (spin up / spin down) (eV) = -1.931 / -1.931
- HOMO-LUMO gap (spin up / spin down) (eV) = 4.18 / 4.18
- net charge = 0
- HOMO energy (spin up / spin down) (eV) = -6.1 / -6.1